{
  "formula": "C39H41MoN5O5P2S2",
  "method": "ωB97M-V/def2-TZVPD",
  "orbital_gap_ev": [5.913, 5.662],
  "total_charge": 2,
  "relative_energy_ev": 0.000,
  "lumo_ev": [-6.468, -6.718],
  "multiplicity": 3,
  "e_tot_ha": -3707.62733,
  "symbols": ["Mo", "N", "C", "S", "N", "N", "C", "C", "C", "C", "C", "C", "N", "H", "H", "H", "H", "H", "H", "H", "O", "C", "O", "C", "O", "C", "C", "O", "O", "H", "H", "H", "H", "H", "C", "S", "C", "C", "C", "N", "P", "C", "C", "C", "C", "C", "C", "C", "C", "C", "C", "C", "C", "P", "C", "C", "C", "C", "C", "C", "C", "C", "C", "C", "C", "C", "H", "H", "H", "H", "H", "H", "H", "H", "H", "H", "H", "H", "H", "H", "H", "H", "H", "H", "H", "H", "H", "H", "H", "H", "H", "H", "H", "H", "H"],
  "coordinates": [[1.4375, -1.4316, 0.0076], [1.0442, -5.7016, -1.9474], [1.2564, -4.7016, -1.0706], [2.6967, -3.6831, -1.3941], [0.4296, -4.4917, -0.1101], [0.7586, -3.4330, 0.7032], [0.6811, -3.6459, 1.9618], [1.1171, -2.6078, 2.8702], [1.1234, -2.7958, 4.2387], [1.6226, -1.7830, 5.0470], [2.0990, -0.6315, 4.4491], [2.0680, -0.5245, 3.0665], [1.5860, -1.4867, 2.2871], [1.7955, -5.9889, -2.5533], [0.3358, -6.3856, -1.7215], [0.3591, -4.6128, 2.3357], [0.7549, -3.7207, 4.6615], [1.6453, -1.9010, 6.1218], [2.5085, 0.1799, 5.0338], [2.4507, 0.3550, 2.5695], [1.1168, -3.2306, -3.6374], [1.6717, -2.5302, -2.6163], [0.7823, -1.9216, -1.7950], [2.7078, -1.5821, -3.2293], [3.1872, -0.6962, -2.2495], [4.4755, -0.9156, -1.7052], [4.4307, -0.8660, -0.1859], [5.4286, -0.8980, 0.4682], [3.2193, -0.7084, 0.3568], [0.4270, -3.8285, -3.3175], [2.1809, -1.0069, -3.9928], [3.5053, -2.1531, -3.7077], [5.1567, -0.1277, -2.0319], [4.9085, -1.8722, -2.0085], [-4.9649, 3.7928, 1.7843], [-3.9881, 4.8242, 0.6760], [-3.4250, 3.5729, -0.4971], [-2.3325, 2.6721, 0.0640], [-1.8978, 1.6350, -0.9609], [-0.7785, 0.7833, -0.5155], [-0.8880, -0.5138, 0.5402], [-2.3768, -1.4365, 0.1440], [-2.3286, -2.4464, -0.8172], [-3.4967, -3.0822, -1.2064], [-4.7117, -2.7102, -0.6473], [-4.7651, -1.6986, 0.3040], [-3.6021, -1.0606, 0.7015], [-1.0721, 0.1039, 2.2233], [-1.5884, -0.7113, 3.2316], [-1.6442, -0.2450, 4.5363], [-1.1869, 1.0314, 4.8403], [-0.6585, 1.8393, 3.8421], [-0.5898, 1.3740, 2.5376], [0.8474, 0.8672, -1.0029], [1.5429, 2.4202, -0.4061], [2.5733, 2.4437, 0.5336], [3.0423, 3.6584, 1.0175], [2.4827, 4.8460, 0.5739], [1.4597, 4.8306, -0.3682], [0.9957, 3.6249, -0.8630], [0.7814, 1.0085, -2.7953], [1.7462, 1.7520, -3.4734], [1.7310, 1.8047, -4.8587], [0.7486, 1.1269, -5.5690], [-0.2218, 0.3943, -4.8953], [-0.2050, 0.3295, -3.5121], [-5.3965, 4.4568, 2.5306], [-4.3561, 3.0500, 2.3000], [-5.7760, 3.3060, 1.2436], [-3.0517, 4.1267, -1.3616], [-4.2829, 2.9881, -0.8398], [-2.6919, 2.1697, 0.9659], [-1.4803, 3.2874, 0.3611], [-1.5842, 2.1148, -1.8907], [-2.7337, 0.9776, -1.2170], [-1.3806, -2.7286, -1.2559], [-3.4619, -3.8702, -1.9469], [-5.6212, -3.2092, -0.9542], [-5.7132, -1.4069, 0.7350], [-3.6496, -0.2716, 1.4422], [-1.9703, -1.6985, 2.9965], [-2.0631, -0.8709, 5.3133], [-1.2503, 1.3986, 5.8563], [-0.3086, 2.8364, 4.0753], [-0.1779, 2.0110, 1.7632], [3.0219, 1.5210, 0.8629], [3.8521, 3.6756, 1.7350], [2.8495, 5.7907, 0.9528], [1.0326, 5.7598, -0.7206], [0.2162, 3.6205, -1.6162], [2.5133, 2.2817, -2.9226], [2.4807, 2.3815, -5.3833], [0.7338, 1.1768, -6.6496], [-0.9909, -0.1259, -5.4503], [-0.9567, -0.2510, -2.9913]]
}

=====

{
  "formula": "C39H41N9O3Ti",
  "method": "ωB97M-V/def2-TZVPD",
  "orbital_gap_ev": [7.178, 7.313],
  "total_charge": 3,
  "relative_energy_ev": 0.000,
  "lumo_ev": [-8.971, -8.935],
  "multiplicity": 2,
  "e_tot_ha": -3078.00378,
  "symbols": ["Ti", "C", "O", "C", "N", "C", "C", "C", "C", "C", "C", "C", "C", "C", "C", "C", "C", "N", "C", "N", "C", "C", "O", "C", "C", "C", "C", "C", "C", "H", "H", "H", "H", "H", "H", "H", "H", "H", "H", "H", "H", "H", "H", "H", "H", "H", "H", "H", "C", "N", "N", "C", "O", "C", "C", "C", "C", "C", "C", "C", "C", "C", "H", "H", "H", "H", "H", "H", "H", "H", "H", "H", "H", "H", "C", "C", "C", "C", "N", "C", "N", "N", "N", "H", "H", "H", "H", "H", "H", "H", "H", "H", "H"],
  "coordinates": [[-0.2349, 0.4155, 0.9001], [3.7342, 2.1634, 1.7900], [3.1773, 1.4143, 2.9348], [2.0196, 0.9737, 2.5614], [1.5981, 1.2242, 1.3805], [2.6843, 1.9596, 0.6700], [3.2756, 1.2106, -0.5008], [3.4343, -0.1702, -0.4747], [4.0816, -0.8171, -1.5170], [4.5707, -0.0924, -2.5958], [4.4208, 1.2883, -2.6228], [3.7766, 1.9368, -1.5760], [1.1501, 0.1604, 3.4530], [1.3851, -0.1970, 4.7592], [0.4187, -0.9557, 5.4086], [-0.7660, -1.2715, 4.7554], [-0.9159, -0.8444, 3.4574], [0.0418, -0.1902, 2.8112], [-2.1456, -0.8973, 2.6224], [-2.1267, -0.3479, 1.4665], [-3.5109, -0.5001, 0.8909], [-4.2821, -1.1267, 2.0701], [-3.2483, -1.4105, 3.0756], [-3.4548, -1.2897, -0.4028], [-3.7875, -2.6370, -0.4821], [-3.7149, -3.3104, -1.6988], [-3.2968, -2.6440, -2.8410], [-2.9364, -1.3027, -2.7631], [-3.0167, -0.6346, -1.5512], [4.6936, 1.7247, 1.5490], [3.8682, 3.1925, 2.0985], [2.2765, 2.9063, 0.3303], [3.0956, -0.7451, 0.3767], [4.2295, -1.8913, -1.4760], [5.0893, -0.5954, -3.4024], [4.8216, 1.8637, -3.4488], [3.6863, 3.0211, -1.5886], [2.2932, 0.1208, 5.2574], [0.5735, -1.2711, 6.4342], [-1.5629, -1.8136, 5.2524], [-3.8983, 0.4892, 0.6771], [-4.7906, -2.0521, 1.8441], [-4.9876, -0.4401, 2.5228], [-4.1110, -3.1914, 0.3931], [-4.0095, -4.3529, -1.7520], [-3.2756, -3.1600, -3.7950], [-2.6306, -0.7697, -3.6574], [-2.7608, 0.4174, -1.5016], [0.8847, -4.5728, -3.0442], [0.8000, -3.1409, -2.7202], [0.5394, -2.6714, -1.4622], [0.3738, -1.3360, -1.5599], [0.1439, -0.5917, -0.4986], [0.4968, -0.9604, -2.8797], [0.7696, -2.1186, -3.5838], [0.9640, -2.3249, -5.0475], [0.6507, -3.4626, -0.2702], [1.8212, -4.1568, -0.0046], [1.9244, -4.8802, 1.1760], [0.8691, -4.8953, 2.0799], [-0.2994, -4.1974, 1.7950], [-0.4147, -3.4766, 0.6149], [0.5988, -5.1583, -2.1790], [1.8964, -4.8378, -3.3419], [0.1981, -4.7934, -3.8570], [0.4431, 0.0443, -3.2686], [1.0442, -1.3637, -5.5502], [0.1181, -2.8663, -5.4787], [1.8668, -2.9043, -5.2544], [2.6476, -4.1426, -0.7082], [2.8315, -5.4355, 1.3849], [0.9528, -5.4677, 2.9973], [-1.1399, -4.2538, 2.4784], [-1.3352, -2.9752, 0.3426], [-1.0196, 6.4901, 1.8366], [-1.5403, 6.5203, 0.4009], [-0.3925, 6.5480, -0.6058], [-2.5228, 5.3682, 0.1281], [-1.8884, 4.0199, 0.1737], [-1.2014, 3.3761, -0.7835], [-0.6915, 2.2943, -0.2591], [-1.0930, 2.3157, 1.0289], [-1.8033, 3.3339, 1.3140], [-0.4556, 7.3988, 2.0514], [-0.3476, 5.6422, 2.0007], [-1.8332, 6.4257, 2.5625], [-2.1423, 7.4188, 0.2623], [0.3047, 5.7171, -0.4442], [0.1842, 7.4670, -0.4910], [-0.7499, 6.5170, -1.6413], [-2.9688, 5.4672, -0.8591], [-3.3069, 5.3546, 0.8782], [-1.1094, 3.7044, -1.8084]]
}